[1]
{"formula": "C14H7F5IrN5S3", "method": "wB97M-V/def2-TZVPD", "elements": ["Ir", "N", "C", "S", "N", "N", "C", "C", "C", "C", "C", "C", "N", "H", "H", "H", "H", "H", "H", "H", "F", "C", "C", "F", "C", "F", "C", "S", "C", "F", "C", "F", "S", "C", "N"], "positions_angstrom": [[-1.494723, 0.187905, -1.272309], [-2.718738, 4.284468, -1.664758], [-2.364337, 3.051832, -1.307024], [-2.453426, 1.810923, -2.567630], [-2.008874, 2.843661, -0.060869], [-1.669059, 1.553864, 0.169847], [-1.580482, 1.103348, 1.374378], [-1.186767, -0.291399, 1.540624], [-1.006319, -0.887324, 2.774733], [-0.598557, -2.213946, 2.822011], [-0.391462, -2.906873, 1.641327], [-0.604592, -2.258715, 0.435412], [-0.987509, -0.984496, 0.391814], [-3.055772, 4.476921, -2.591482], [-2.770872, 5.006059, -0.964104], [-1.769205, 1.758197, 2.216030], [-1.178216, -0.320851, 3.679266], [-0.446943, -2.699126, 3.776536], [-0.075443, -3.939861, 1.640645], [-0.481165, -2.751945, -0.519754], [5.236267, -0.520010, 1.322617], [4.156975, -0.271179, 0.611621], [3.126516, 0.481002, 1.155498], [3.231384, 0.964098, 2.386273], [2.001441, 0.748038, 0.402290], [1.078170, 1.545535, 0.937884], [1.846007, 0.265202, -0.892875], [0.526532, 0.547679, -2.008443], [2.913012, -0.479818, -1.420246], [2.833617, -0.963479, -2.652202], [4.053327, -0.746179, -0.688522], [5.035441, -1.459104, -1.211899], [-2.867199, -3.384513, -3.997434], [-2.363666, -2.211120, -3.081434], [-1.965361, -1.338797, -2.377819]], "atomic_forces_ev_per_a": [[-0.153, -0.148, -0.067], [-0.064, 0.003, 0.025], [0.028, -0.016, -0.068], [-0.086, -0.089, 0.071], [0.014, 0.016, 0.036], [0.000, 0.037, -0.016], [0.031, 0.029, 0.019], [0.091, -0.018, 0.026], [0.028, 0.009, -0.011], [0.001, -0.017, 0.006], [0.002, -0.009, 0.011], [-0.021, 0.041, -0.024], [-0.001, 0.000, -0.028], [0.034, 0.003, -0.015], [0.009, 0.002, -0.002], [-0.015, 0.003, -0.005], [-0.003, 0.012, -0.007], [0.003, -0.006, -0.005], [-0.003, -0.001, 0.008], [0.001, -0.003, 0.002], [0.045, -0.015, 0.031], [-0.064, 0.020, -0.053], [0.039, -0.033, 0.004], [0.008, 0.000, 0.019], [-0.023, 0.187, -0.108], [-0.142, 0.014, 0.021], [0.255, -0.551, -0.042], [0.121, 0.588, 0.025], [-0.118, -0.011, 0.160], [-0.017, -0.032, -0.044], [-0.003, 0.041, 0.061], [0.033, -0.027, -0.015], [-0.038, -0.064, -0.036], [0.085, 0.103, 0.055], [-0.079, -0.066, -0.035]], "de_lowest_kcal_mol": 0.0, "s2": 0.7671, "spin_multiplicity": 2, "charge": 1, "total_energy_ha": -2609.4668, "homo_lumo_gap_ev": [6.2, 5.2]}

[2]
{"formula": "HN3O4", "method": "wB97M-V/def2-TZVPD", "elements": ["O", "N", "O", "O", "H", "N", "N", "O"], "positions_angstrom": [[0.424796, -0.234671, 2.306178], [-0.166128, -0.274638, 1.284939], [0.162649, 0.151818, 0.244219], [-1.463982, -0.759660, 1.442417], [-2.064364, -0.557061, 0.793438], [1.613175, 0.196318, -1.125655], [1.059143, 0.571067, -2.021209], [0.434711, 0.906826, -2.924327]], "atomic_forces_ev_per_a": [[0.556, -0.726, 0.940], [-1.544, 0.933, 1.570], [-2.022, 0.330, -0.253], [2.061, -1.881, 3.785], [-1.592, 1.262, -3.448], [2.251, 0.350, -2.526], [2.377, -1.554, 2.729], [-2.086, 1.285, -2.797]], "de_lowest_kcal_mol": 31.9, "spin_multiplicity": 1, "charge": 0, "smiles": "O=[N+]([O-])O.N#[N+][O-]", "total_energy_ha": -465.5893, "homo_lumo_gap_ev": 11.1}

[3]
{"formula": "C20H27N5O", "method": "wB97M-V/def2-TZVPD", "elements": ["C", "C", "C", "N", "C", "C", "N", "C", "C", "N", "C", "C", "C", "O", "N", "C", "C", "C", "C", "C", "C", "H", "H", "H", "H", "H", "H", "H", "H", "H", "H", "H", "H", "H", "H", "H", "H", "H", "H", "H", "H", "C", "C", "C", "C", "N", "H", "H", "H", "H", "H", "H", "H"], "positions_angstrom": [[-2.026989, -1.569173, 2.300780], [-0.683410, -0.726811, 2.540825], [-0.876132, 0.485113, 3.536653], [0.356948, 0.952660, 4.212453], [1.479158, 1.168752, 3.298218], [2.559133, 0.065413, 3.607029], [3.312420, -0.707924, 3.993408], [2.217055, 2.591351, 3.577323], [3.755708, 2.388693, 3.352064], [4.827695, 2.111687, 3.049131], [1.747646, 3.561035, 2.392549], [0.171272, 3.676179, 2.279225], [-0.429458, 3.074389, 0.970679], [-1.556977, 2.620939, 0.926529], [0.333994, 3.048165, -0.296508], [0.625304, 1.677555, -0.698662], [-0.429988, 0.816321, -1.282586], [-0.113953, -0.543816, -1.722470], [1.297905, -1.127631, -1.597031], [2.306856, -0.242472, -0.965137], [1.966716, 1.123269, -0.536689], [-2.897597, -1.039661, 2.768815], [-2.249325, -1.633384, 1.195049], [-1.854800, -2.606636, 2.685717], [-0.448760, -0.272345, 1.525395], [0.198945, -1.384644, 2.777374], [-1.425514, 1.354967, 3.074204], [-1.562681, 0.112818, 4.360482], [0.604571, 0.390882, 5.023886], [1.211652, 1.179910, 2.211594], [1.993899, 3.002183, 4.592542], [2.160974, 3.077925, 1.456217], [2.233969, 4.572893, 2.454816], [-0.084655, 4.769791, 2.289762], [-0.306878, 3.192746, 3.178117], [-0.226165, 3.480719, -1.036669], [-1.462192, 1.241616, -1.399280], [-0.924724, -1.171200, -2.160585], [1.557187, -2.155134, -1.951629], [3.333766, -0.664463, -0.868051], [2.798607, 1.723978, -0.088196], [-3.122741, -4.148086, -5.789844], [-2.340445, -2.839442, -5.759908], [-0.852313, -3.041278, -5.460464], [-0.682261, -3.677964, -4.126231], [-0.553617, -4.192897, -3.076499], [-3.102131, -4.651218, -4.820697], [-4.169587, -3.959021, -6.034649], [-2.716048, -4.830838, -6.540586], [-2.782313, -2.178773, -5.008718], [-2.443920, -2.340608, -6.726861], [-0.334671, -2.079733, -5.463038], [-0.391136, -3.676798, -6.219853]], "atomic_forces_ev_per_a": [[0.865, 0.423, -0.287], [-0.512, 0.738, -1.586], [-0.806, -1.205, 0.986], [-0.421, 0.385, -1.217], [2.218, -0.398, 1.579], [-1.745, 1.377, -0.780], [0.029, -0.247, 0.011], [1.038, 0.031, -1.609], [-2.432, 0.307, 0.427], [0.102, 0.289, 0.051], [0.365, -0.403, -0.184], [0.769, 0.052, -0.068], [-1.247, -0.539, -0.461], [0.920, 0.741, 0.762], [0.622, -0.210, 0.527], [0.601, -2.692, -0.761], [2.096, -0.815, 0.047], [2.351, 0.607, 0.751], [-1.430, 3.670, 1.227], [-2.542, -0.345, -0.956], [-0.902, -1.119, -0.631], [0.727, -0.752, -0.197], [0.296, -0.021, 1.208], [-0.622, 0.942, -0.185], [0.001, -0.522, 1.079], [-0.981, 0.658, 0.164], [0.688, -1.008, 0.164], [0.767, 0.524, -0.778], [0.010, 0.107, -0.488], [0.075, -0.450, 1.026], [0.236, -0.580, -0.845], [-0.540, 0.724, 0.960], [-0.500, -1.033, 0.134], [-0.006, -1.009, -0.094], [0.242, 0.537, -1.114], [-0.020, -0.183, 0.551], [1.181, -0.605, 0.158], [0.818, 0.562, 0.415], [-0.436, 1.121, 0.417], [-0.896, 0.725, 0.097], [-1.004, -0.445, -0.521], [-0.065, -0.007, -0.004], [-0.317, -0.117, -0.064], [-0.203, -0.099, 0.554], [0.564, -1.149, 2.205], [-0.395, 1.489, -2.868], [0.069, 0.016, -0.049], [0.062, -0.027, -0.027], [-0.035, 0.013, 0.049], [0.123, 0.031, -0.048], [0.123, 0.040, 0.068], [0.079, -0.107, 0.087], [0.022, -0.025, 0.117]], "de_lowest_kcal_mol": 119.9, "spin_multiplicity": 1, "charge": 0, "smiles": "CCCN[C@H](C#N)[C@@H](C#N)CCC(=O)Nc1ccccc1.CCCC#N", "total_energy_ha": -1127.1797, "homo_lumo_gap_ev": 9.3}

[4]
{"formula": "C4H8NO2", "method": "wB97M-V/def2-TZVPD", "elements": ["O", "C", "N", "C", "C", "C", "O", "H", "H", "H", "H", "H", "H", "H", "H"], "positions_angstrom": [[-3.389924, -0.163446, 0.190668], [-2.355802, 0.041123, 0.745190], [-1.555395, 0.506653, 1.531189], [1.392525, 0.580008, 0.864494], [0.722987, 0.044091, -0.389674], [1.743804, -0.145343, -1.546128], [2.771452, -0.957175, -1.207001], [-1.140371, -0.326294, 0.670187], [1.784679, 1.599744, 0.708609], [0.675587, 0.646392, 1.670153], [2.252149, -0.052622, 1.057384], [0.264994, -0.940833, -0.177228], [-0.078381, 0.683727, -0.790583], [1.188630, -0.540481, -2.423210], [2.115409, 0.886148, -1.774614]], "atomic_forces_ev_per_a": [[0.957, -0.791, -0.655], [-5.171, 2.119, 0.980], [1.385, -2.094, -1.460], [0.002, 0.565, -0.521], [-0.054, 0.233, -0.623], [1.098, -0.989, 0.699], [-0.199, 0.086, 0.006], [2.341, 0.866, 1.352], [-0.141, -0.241, -0.162], [0.279, -0.141, 0.466], [0.014, -0.202, 0.250], [0.196, -0.197, -0.059], [0.010, 0.250, 0.237], [-0.334, 0.321, -0.250], [-0.385, 0.216, -0.259]], "de_lowest_kcal_mol": 106.8, "spin_multiplicity": 1, "charge": -1, "total_energy_ha": -362.3541, "homo_lumo_gap_ev": 5.3}

[5]
{"formula": "C4H12N2", "method": "wB97M-V/def2-TZVPD", "elements": ["C", "C", "C", "N", "C", "N", "H", "H", "H", "H", "H", "H", "H", "H", "H", "H", "H", "H"], "positions_angstrom": [[2.506925, -0.149795, 0.430902], [1.660640, 0.153065, -0.834065], [0.220472, 0.596955, -0.635525], [-0.591151, -0.220914, 0.299201], [-2.024980, 0.359302, 0.415277], [-3.074671, -0.607785, 0.519217], [2.968133, 0.668892, 1.123963], [1.997664, -0.650348, 1.186551], [3.214329, -0.852846, 0.053762], [1.596456, -0.857210, -1.330964], [2.232583, 0.870800, -1.407562], [0.156952, 1.606911, -0.179327], [-0.072533, 0.778987, -1.673279], [-0.621653, -1.124180, -0.073439], [-2.215461, 0.941470, -0.481323], [-2.055998, 0.979718, 1.279158], [-3.029732, -1.445550, -0.132103], [-2.867974, -1.047469, 1.439551]], "atomic_forces_ev_per_a": [[0.642, 1.779, 0.362], [0.033, -1.245, 1.811], [0.388, 1.633, 1.108], [-0.648, 2.291, -0.464], [1.684, -1.169, -2.034], [0.372, -2.431, 1.237], [-0.462, -0.781, -2.104], [-1.566, -1.303, 0.964], [1.284, -0.181, 0.262], [0.251, 1.088, -0.067], [-0.229, 0.001, -0.625], [0.462, -0.255, -0.253], [-1.213, -0.484, -0.083], [-0.494, -1.800, -0.546], [0.069, 0.384, -0.107], [0.006, 0.556, 0.627], [0.205, 1.793, 0.584], [-0.784, 0.124, -0.673]], "de_lowest_kcal_mol": 34.5, "spin_multiplicity": 1, "charge": 0, "smiles": "CCCNCN", "total_energy_ha": -269.0614, "homo_lumo_gap_ev": 10.1}

[6]
{"formula": "C3H7NO", "method": "wB97M-V/def2-TZVPD", "elements": ["N", "C", "C", "C", "O", "H", "H", "H", "H", "H", "H", "H"], "positions_angstrom": [[-1.867025, 0.037213, -0.014217], [-0.369227, -0.175978, -0.386127], [0.549045, -0.971642, 0.472381], [0.679828, 0.463996, 0.562508], [1.697409, 0.763865, -0.310453], [-2.313822, -0.641739, -0.799212], [-1.895713, 0.960990, -0.335151], [-0.003455, 0.082481, -1.444801], [1.555130, -1.341009, -0.106341], [0.043660, -1.906307, 1.080809], [0.266385, 0.946173, 1.372654], [1.657785, 1.781956, -0.092049]], "atomic_forces_ev_per_a": [[2.193, -4.552, -2.615], [-0.677, 1.576, -0.198], [0.929, -6.023, -0.872], [-2.576, -3.357, -2.089], [1.796, 5.933, 1.944], [0.684, 2.426, 2.422], [-1.168, 1.675, -0.753], [-1.171, -0.722, 1.514], [-2.763, 0.411, 1.426], [1.453, 3.100, -0.843], [0.109, 1.890, 1.697], [1.192, -2.357, -1.631]], "de_lowest_kcal_mol": 104.4, "spin_multiplicity": 1, "charge": 0, "smiles": "N[C@@H]1C[C@H]1O", "total_energy_ha": -248.3601, "homo_lumo_gap_ev": 9.8}